No. 1
A molecular structure, C4H8O3Sm at a distorted geometry. Source: the OMol25 dataset; level of theory: wB97M-V/def2-TZVPD.

Last column: Löwdin spin population.
Cartesian coordinates (Å):
O -0.1313 -0.5278 0.0335  0.015
O 1.6968 -0.4376 -1.3047  0.048
C 0.6346 0.0579 -1.0131  0.063
O 0.9384 1.7344 0.0589  -0.104
C 1.8188 2.7037 -0.4456  -0.010
C -1.0392 -1.6127 -0.2877  0.002
C -1.8935 -1.8945 0.9223  0.001
H 2.8806 2.4254 -0.3803  0.000
H 1.5872 2.7843 -1.5197  -0.005
H 1.6390 3.6699 0.0460  -0.005
H -1.6375 -1.2809 -1.1458  0.000
H -0.4160 -2.4724 -0.5611  0.000
H -2.4304 -0.9938 1.2567  0.000
H -2.6430 -2.6501 0.6545  0.000
H -1.2949 -2.2923 1.7543  0.000
Sm 0.2905 0.7866 1.9321  5.992

Properties
ΔE to the lowest compared entry with this formula, charge and spin	98.6	kcal/mol
orbital gap (spin up / spin down)	5.909 / 8.047	eV
HOMO level (spin up / spin down)	-17.3 / -19.2	eV
multiplicity	7
⟨S²⟩	12.0310
LUMO level (spin up / spin down)	-11.370 / -11.112	eV
calculated total energy	-28303.43329	eV
net charge	+2

***

No. 2
A molecular structure, C26H21F5MnN6OS3 at a distorted geometry. Source: the OMol25 dataset; level of theory: wB97M-V/def2-TZVPD.

Last column: Löwdin spin population.
Cartesian coordinates (Å):
Mn -0.4200 -0.3778 -0.4129  0.590
C -0.5532 0.9046 3.6456  0.019
C -0.8126 0.4828 2.2347  0.125
N 0.1158 0.3410 1.2690  0.038
N 1.4461 0.5959 1.5322  0.003
C 2.3569 0.2774 0.6134  0.002
N 3.6547 0.5368 0.9283  0.001
S 1.9364 -0.4286 -0.8566  -0.004
C -2.1099 0.2123 1.7629  0.040
C -3.2844 0.2990 2.5480  0.026
C -4.4971 0.0404 1.9744  0.019
C -4.5622 -0.3028 0.6114  0.042
C -3.3942 -0.3767 -0.1053  0.009
N -2.1893 -0.1438 0.4336  0.050
H 0.4958 1.1095 3.8545  0.000
H -0.8639 0.1278 4.3495  0.006
H -1.1078 1.8136 3.8880  0.005
H 1.7122 0.9961 2.4177  0.000
H 3.8693 1.2563 1.5990  0.000
H 4.3090 0.4374 0.1707  0.000
H -3.2123 0.5779 3.5905  0.002
H -5.4026 0.1066 2.5640  0.000
H -5.5052 -0.5025 0.1242  0.002
H -3.3832 -0.6326 -1.1568  0.000
F -1.6197 2.6004 0.3582  0.004
C -1.0667 2.5864 -0.8784  0.005
C -0.4797 1.4397 -1.3839  -0.014
C 0.0643 1.5945 -2.6534  0.006
F 0.7274 0.5900 -3.2519  0.002
C 0.0139 2.7753 -3.3748  -0.002
F 0.5638 2.8638 -4.5926  -0.001
C -0.6026 3.8848 -2.8267  0.009
F -0.6565 5.0349 -3.5053  0.003
C -1.1444 3.7909 -1.5615  -0.002
F -1.7320 4.8611 -1.0070  -0.002
O -0.7627 -3.7875 -1.9887  0.000
S -1.2870 -2.5793 -2.6722  -0.002
N -1.1389 -1.2518 -2.0617  -0.009
N -0.2702 -2.2766 0.3776  0.013
S -0.4635 -2.7586 1.8578  0.005
C 0.6240 -4.1688 2.0834  0.002
C 0.4577 -5.0017 3.1828  0.000
C 1.3379 -6.0537 3.3685  0.000
C 2.3719 -6.2650 2.4631  0.000
C 2.5279 -5.4228 1.3742  0.000
C 1.6530 -4.3608 1.1784  0.001
C -2.0398 -3.5915 1.9834  0.002
C -2.8862 -3.2286 3.0175  0.000
C -4.1497 -3.8023 3.0917  0.000
C -4.5488 -4.7143 2.1283  0.000
C -3.6947 -5.0578 1.0843  0.000
C -2.4326 -4.4967 1.0046  0.001
H -0.3776 -3.0149 -0.3250  0.001
H -0.3600 -4.8415 3.8754  0.000
H 1.2144 -6.7141 4.2167  0.000
H 3.0541 -7.0922 2.6086  0.000
H 3.3290 -5.5905 0.6665  0.000
H 1.7599 -3.6905 0.3347  0.000
H -2.5674 -2.4937 3.7466  0.000
H -4.8220 -3.5260 3.8933  0.000
H -5.5355 -5.1558 2.1814  0.000
H -4.0178 -5.7594 0.3268  0.000
H -1.7726 -4.7379 0.1782  0.000

Properties
ΔE to the lowest compared entry with this formula, charge and spin	0.0	kcal/mol
orbital gap (spin up / spin down)	6.208 / 7.183	eV
HOMO level (spin up / spin down)	-6.6 / -7.7	eV
multiplicity	2
⟨S²⟩	1.0085
LUMO level (spin up / spin down)	-0.397 / -0.523	eV
calculated total energy	-115701.45101	eV

***

No. 3
A molecular structure, C48H122O13 at a distorted geometry. Source: the OMol25 dataset; level of theory: wB97M-V/def2-TZVPD.

Last column: Löwdin charge in e.
Cartesian coordinates (Å):
C -3.5396 3.1564 -0.1935  -0.056
C -3.9957 4.2052 -1.2091  -0.276
O -4.6467 3.5593 -2.2788  -0.196
C -4.9256 4.4236 -3.3852  -0.267
C -5.9930 3.6897 -4.1568  -0.070
H -2.8076 2.4873 -0.6449  0.049
H -3.0888 3.6611 0.6609  0.043
H -4.4174 2.6063 0.1443  0.089
H -4.5678 5.0143 -0.7342  0.120
H -3.1539 4.7813 -1.6175  0.102
H -5.3078 5.3750 -2.9991  0.120
H -4.0138 4.5863 -3.9647  0.107
H -6.9395 3.6285 -3.6249  0.079
H -5.5833 2.6985 -4.3579  0.072
H -6.1819 4.1962 -5.1066  0.076
C 0.5390 -8.2855 0.9012  -0.040
C 0.4738 -6.8522 0.3777  -0.287
O -0.8597 -6.6345 -0.0416  -0.111
C -1.1090 -5.3654 -0.5963  -0.246
C -1.0522 -4.2307 0.4357  -0.090
H 0.0227 -8.9689 0.2309  0.079
H 1.5705 -8.6003 1.0657  0.072
H 0.0703 -8.3545 1.8840  0.074
H 0.7031 -6.1403 1.1764  0.109
H 1.1583 -6.6845 -0.4623  0.074
H -0.3475 -5.1219 -1.3475  0.026
H -2.1261 -5.3103 -0.9781  0.131
H -0.1616 -4.1771 1.0578  -0.204
H -1.9026 -4.2853 1.1204  0.120
H -1.2254 -3.3275 -0.1572  0.060
C 0.5855 -3.4721 1.6318  -0.079
C 1.3753 -3.4267 2.9211  -0.231
O 0.4791 -3.7372 3.9616  -0.154
C 1.0582 -3.7900 5.2556  -0.245
C 1.6225 -2.4165 5.6734  -0.066
H 0.1056 -4.4448 1.5375  0.063
H -0.1653 -2.6763 1.6539  0.129
H 1.1988 -3.2153 0.7683  0.125
H 2.1859 -4.1662 2.8478  0.125
H 1.8835 -2.4625 3.0229  0.092
H 0.2397 -4.0085 5.9428  0.111
H 1.7629 -4.6261 5.2818  0.117
H 1.0252 -1.6341 5.2048  0.058
H 2.6437 -2.3236 5.3024  0.066
H 1.5738 -2.2868 6.7528  0.076
C -4.9388 -0.0448 -2.2682  -0.051
C -3.6032 -0.4052 -2.8569  -0.281
O -3.3871 -1.8057 -2.8780  -0.130
C -2.3210 -2.1362 -3.7582  -0.303
C -1.7792 -3.5058 -3.3598  -0.085
H -5.0062 -0.4047 -1.2385  0.081
H -5.1123 1.0320 -2.2370  0.056
H -5.7938 -0.4691 -2.7983  0.079
H -3.4594 -0.0707 -3.8913  0.113
H -2.8102 0.0825 -2.2732  0.080
H -2.6780 -2.1448 -4.7945  0.134
H -1.5396 -1.3670 -3.7491  0.036
H -1.7791 -3.5821 -2.2783  0.068
H -0.7997 -3.6691 -3.8021  0.041
H -2.5648 -4.1948 -3.6741  0.116
C 1.2549 2.7362 6.7251  -0.056
C 0.8605 2.2832 5.3148  -0.284
O 1.9466 1.6227 4.7029  -0.130
C 1.5938 1.0726 3.4620  -0.290
C 2.8020 0.3421 2.9070  -0.077
H 2.1592 3.3288 6.5855  0.076
H 0.4709 3.3303 7.1866  0.073
H 1.4659 1.8229 7.2802  0.073
H -0.0590 1.6896 5.3342  0.099
H 0.6195 3.1640 4.6976  0.095
H 0.7921 0.3241 3.5167  0.111
H 1.2667 1.8130 2.7196  0.106
H 3.2388 -0.3426 3.6350  0.072
H 3.6176 1.0214 2.6470  0.072
H 2.5303 -0.2219 2.0135  0.051
C -0.4225 -5.8004 -3.8249  -0.041
C 0.1981 -4.8677 -2.8217  -0.370
O 1.1713 -5.6120 -2.0984  -0.161
C 2.1621 -4.7902 -1.5200  -0.234
C 2.8075 -5.5674 -0.3719  -0.069
H 0.2768 -6.3576 -4.4458  0.090
H -1.0858 -6.5396 -3.3692  0.101
H -1.0421 -5.2275 -4.5237  0.067
H 0.6848 -4.0439 -3.3645  0.128
H -0.5036 -4.3660 -2.1434  0.039
H 2.9336 -4.5492 -2.2611  0.130
H 1.8027 -3.8287 -1.1420  0.089
H 2.1232 -5.8813 0.4133  0.029
H 3.5840 -4.9573 0.0980  0.070
H 3.3125 -6.4281 -0.8129  0.097
C -2.0237 2.4362 -4.0488  -0.052
C -0.7808 3.2036 -3.6926  -0.267
O -1.1413 4.5411 -3.3901  -0.158
C 0.0049 5.3072 -3.0827  -0.278
C -0.4091 6.6386 -2.4953  -0.068
H -1.7573 1.3984 -4.2634  0.053
H -2.6628 2.4193 -3.1647  0.062
H -2.5838 2.8304 -4.8952  0.090
H -0.3113 2.7691 -2.8047  0.097
H -0.0438 3.1707 -4.5052  0.114
H 0.5301 4.7570 -2.2923  0.109
H 0.6313 5.4098 -3.9732  0.122
H -1.2065 6.5169 -1.7611  0.059
H -0.7945 7.3530 -3.2271  0.074
H 0.4141 7.1601 -2.0038  0.077
C -2.1768 1.8366 2.7750  -0.065
C -2.5423 0.4694 3.3338  -0.242
O -1.9541 0.3257 4.6268  -0.182
C -1.9929 -0.9776 5.1219  -0.296
C -1.6491 -0.9146 6.5992  -0.074
H -2.4008 2.5641 3.5572  0.085
H -1.1063 1.9121 2.5775  0.057
H -2.7017 2.0569 1.8487  0.041
H -3.6222 0.4495 3.5007  0.124
H -2.1660 -0.3300 2.6902  0.115
H -2.9967 -1.4203 5.0582  0.124
H -1.2701 -1.6561 4.6502  0.105
H -2.3118 -0.2294 7.1368  0.077
H -0.6830 -0.4054 6.6815  0.061
H -1.6545 -1.8457 7.1616  0.077
C 2.7159 2.6651 0.1048  -0.057
C 3.4203 2.8885 -1.2038  -0.267
O 2.4475 2.8240 -2.2393  -0.202
C 3.0080 3.1363 -3.5241  -0.245
C 3.9839 2.0742 -3.9883  -0.069
H 1.9800 3.4453 0.3098  0.065
H 2.2333 1.6903 0.1434  0.056
H 3.4471 2.7766 0.9088  0.086
H 4.0119 3.8086 -1.2543  0.129
H 4.1773 2.0955 -1.2654  0.113
H 2.1368 3.1257 -4.1790  0.099
H 3.5372 4.0924 -3.5705  0.123
H 4.9451 2.1533 -3.4836  0.073
H 4.1466 2.2162 -5.0607  0.083
H 3.5727 1.0655 -3.9135  0.074
C -0.1768 6.5626 5.1640  -0.075
C -1.2627 6.9444 4.1818  -0.269
O -0.9390 6.5549 2.8547  -0.144
C -1.2062 5.1924 2.6173  -0.293
C -0.6362 4.8317 1.2545  -0.061
H 0.1099 5.5091 5.0830  0.048
H 0.7641 7.0759 4.9600  0.080
H -0.4918 6.7182 6.1963  0.079
H -2.2373 6.5485 4.4824  0.117
H -1.3308 8.0330 4.2119  0.116
H -0.7039 4.5188 3.3188  0.091
H -2.2897 5.0288 2.5977  0.117
H -0.9558 5.5795 0.5280  0.074
H -0.9021 3.8286 0.9200  0.045
H 0.4536 4.8293 1.3237  0.068
C 6.3449 -2.7094 0.3269  -0.045
C 5.1311 -1.8785 0.7525  -0.496
C 4.2205 -1.4464 -0.3829  -0.033
O 4.3383 -2.5355 1.7267  -0.064
H 5.9884 -3.6683 -0.0552  0.078
H 7.0231 -2.9525 1.1476  0.077
H 6.9115 -2.1373 -0.4074  0.081
H 5.4938 -0.9589 1.2381  0.131
H 3.7908 -2.2597 -0.9682  0.075
H 4.7884 -0.7989 -1.0580  0.083
H 3.4208 -0.7916 -0.0327  0.055
H 4.8890 -2.9192 2.4156  0.094
C -0.9091 0.8507 -0.7372  -0.046
C 0.2938 -0.0693 -1.0052  -0.414
C -0.1996 -1.4586 -1.4052  -0.016
O 0.9855 0.4441 -2.1422  -0.068
H -1.5799 0.4577 0.0312  0.088
H -1.5031 1.0457 -1.6303  0.042
H -0.5409 1.8154 -0.3710  0.072
H 0.9130 -0.0823 -0.1025  0.116
H -0.9449 -1.4192 -2.1985  0.062
H -0.7273 -1.9057 -0.5574  0.063
H 0.6458 -2.1042 -1.6344  0.082
H 1.3734 1.3171 -1.9341  0.059
C -0.1934 -1.0409 -5.2613  -0.084
C 1.3283 -1.0221 -5.4077  -0.271
O 1.8667 -1.3790 -4.1345  -0.107
H -0.5549 -1.9838 -4.8539  0.043
H -0.7202 -0.9098 -6.2164  0.096
H -0.5217 -0.1841 -4.6702  0.057
H 1.6513 0.0025 -5.6299  0.101
H 1.6923 -1.6745 -6.1980  0.110
H 1.5522 -0.7306 -3.4810  0.028

Properties
ΔE to the lowest compared entry with this formula, charge and spin	265.6	kcal/mol
orbital gap	7.840	eV
HOMO level	-7.3	eV
multiplicity	1
LUMO level	0.511	eV
calculated total energy	-78354.50623	eV

***

No. 4
A single C4H6N2O2 molecule at a distorted geometry. Source: the OMol25 dataset; level of theory: wB97M-V/def2-TZVPD.

Last column: natural (NBO) charge in e.
Cartesian coordinates (Å):
C -0.0976 0.9093 -0.7369  -0.433
C -0.6727 0.7925 0.6664  -0.408
C 0.9966 -1.5122 0.1374  -0.235
C 0.4518 -0.1447 0.1983  0.075
N 1.7269 -0.3020 0.7666  -0.242
N 2.8029 0.1362 0.1057  0.628
O 3.5155 -0.6073 -0.5273  -0.376
O 2.8538 1.3576 0.2357  -0.403
H -0.4404 0.3000 -1.5821  0.242
H 0.5720 1.7147 -0.8409  0.243
H -0.3513 1.3507 1.5622  0.252
H -1.5564 0.2136 0.7280  0.217
H 0.5816 -2.2348 0.8361  0.221
H 1.4346 -1.7720 -0.7346  0.219

Properties
ΔE to the lowest compared entry with this formula, charge and spin	166.7	kcal/mol
orbital gap	10.361	eV
HOMO level	-9.9	eV
multiplicity	1
LUMO level	0.492	eV
calculated total energy	-11313.81417	eV

***

Copy entry 1 word for word.
A molecular structure, C4H8O3Sm at a distorted geometry. Source: the OMol25 dataset; level of theory: wB97M-V/def2-TZVPD.

Last column: Löwdin spin population.
Cartesian coordinates (Å):
O -0.1313 -0.5278 0.0335  0.015
O 1.6968 -0.4376 -1.3047  0.048
C 0.6346 0.0579 -1.0131  0.063
O 0.9384 1.7344 0.0589  -0.104
C 1.8188 2.7037 -0.4456  -0.010
C -1.0392 -1.6127 -0.2877  0.002
C -1.8935 -1.8945 0.9223  0.001
H 2.8806 2.4254 -0.3803  0.000
H 1.5872 2.7843 -1.5197  -0.005
H 1.6390 3.6699 0.0460  -0.005
H -1.6375 -1.2809 -1.1458  0.000
H -0.4160 -2.4724 -0.5611  0.000
H -2.4304 -0.9938 1.2567  0.000
H -2.6430 -2.6501 0.6545  0.000
H -1.2949 -2.2923 1.7543  0.000
Sm 0.2905 0.7866 1.9321  5.992

Properties
ΔE to the lowest compared entry with this formula, charge and spin	98.6	kcal/mol
orbital gap (spin up / spin down)	5.909 / 8.047	eV
HOMO level (spin up / spin down)	-17.3 / -19.2	eV
multiplicity	7
⟨S²⟩	12.0310
LUMO level (spin up / spin down)	-11.370 / -11.112	eV
calculated total energy	-28303.43329	eV
net charge	+2

***

Please write out number 4 again, unchanged.
A single C4H6N2O2 molecule at a distorted geometry. Source: the OMol25 dataset; level of theory: wB97M-V/def2-TZVPD.

Last column: natural (NBO) charge in e.
Cartesian coordinates (Å):
C -0.0976 0.9093 -0.7369  -0.433
C -0.6727 0.7925 0.6664  -0.408
C 0.9966 -1.5122 0.1374  -0.235
C 0.4518 -0.1447 0.1983  0.075
N 1.7269 -0.3020 0.7666  -0.242
N 2.8029 0.1362 0.1057  0.628
O 3.5155 -0.6073 -0.5273  -0.376
O 2.8538 1.3576 0.2357  -0.403
H -0.4404 0.3000 -1.5821  0.242
H 0.5720 1.7147 -0.8409  0.243
H -0.3513 1.3507 1.5622  0.252
H -1.5564 0.2136 0.7280  0.217
H 0.5816 -2.2348 0.8361  0.221
H 1.4346 -1.7720 -0.7346  0.219

Properties
ΔE to the lowest compared entry with this formula, charge and spin	166.7	kcal/mol
orbital gap	10.361	eV
HOMO level	-9.9	eV
multiplicity	1
LUMO level	0.492	eV
calculated total energy	-11313.81417	eV

***

> Look up the multiplicity of the third one.

1

***

> Number 2 is which compound?

C26H21F5MnN6OS3